1.
Formula: C20H27AsF10N2Si2V
Source: the Open Molecules 2025 dataset
Level of theory: ωB97M-V/def2-TZVPD

Positions of all 63 atoms, in Å:
V 0.2468 -0.1305 0.0568
F -4.7390 3.7365 -0.0049
H -1.2109 1.7466 -2.3625
C 2.6265 3.4951 -2.8495
C 0.5149 3.0602 1.8919
H 4.1402 -0.9400 5.8165
H 0.5468 -3.9414 1.3168
F 2.4609 4.7360 -3.3394
H -2.8904 -0.6530 0.3343
C 1.4942 2.7465 -2.5793
C -0.6481 -2.3607 -1.4962
C 1.5592 0.5595 3.3180
F -4.1364 1.6042 1.0912
F -2.6638 3.5642 1.3338
C 3.9917 1.7433 -2.0949
F -3.9990 1.7968 -1.3401
C 0.7145 -3.2210 2.1230
C 2.8731 0.9794 -1.8365
H 3.1769 1.3081 6.2277
H -1.2811 1.6626 4.1287
C 2.8807 0.7411 5.3524
C 3.8984 3.0205 -2.6109
H 1.5418 2.2483 4.6565
N -1.3118 -1.1623 -0.9500
H -2.0331 -0.9627 -2.9102
H 4.7726 3.6215 -2.8091
Si 0.1772 1.2285 2.1809
H -2.0668 -2.1885 0.7140
H 0.1906 -2.0488 -2.1177
Si 1.6567 -1.6834 1.5107
C -1.3702 1.0293 3.2398
F 5.2017 1.2057 -1.8542
H -0.2825 -2.9880 -0.6836
H 3.9980 -1.6165 0.6043
H -0.5388 0.6664 -3.5800
H -2.2936 1.2909 2.7242
H 1.2981 -3.7260 2.9002
F -2.5182 3.7297 -1.1179
C 3.2844 -2.4004 0.8586
H -0.1326 3.4678 1.1153
F 0.3067 3.3304 -2.8006
N 0.4992 0.6233 -1.7448
H 3.1274 -3.0091 -0.0357
H -3.1918 -2.1004 -0.6649
H 0.3397 3.6418 2.8022
H 1.5572 3.2023 1.5924
H -1.4291 -0.0081 3.5829
C 1.5691 1.4448 -2.0597
H -1.3586 -2.9321 -2.1055
H 3.7326 -3.0412 1.6247
C -2.4398 -1.5496 -0.0881
C 2.1199 -0.7081 3.0765
F -1.9429 1.6271 0.0096
As -3.3568 2.7072 0.0006
F 3.0613 -0.2696 -1.3671
C 3.4214 -0.5193 5.1225
H -0.2563 -2.9702 2.5581
C -0.7483 0.7734 -2.5094
H 3.4795 -2.2072 3.8227
C -1.7746 -0.2993 -2.0784
H -2.6807 0.1952 -1.7539
C 3.0407 -1.2284 3.9954
C 1.9605 1.2654 4.4598

Values from the calculation:
⟨S²⟩   2.07
Energy   -5645.45509 a.u.
ΔE to the lowest compared entry with this formula, charge and spin   14.81 kJ/mol
LUMO energy (alpha / beta)   2.43 / 2.43 eV
Orbital gap (alpha / beta)   7.557 / 7.208 eV
Charge   -1
2S+1   3


2.
Formula: C4H13NO
Source: the Open Molecules 2025 dataset
Level of theory: ωB97M-V/def2-TZVPD

Positions of all 19 atoms, in Å:
H -2.6755 1.9775 -0.1717
H 0.9025 1.7457 -1.6307
C 0.9298 -0.3904 -1.1424
H -0.7097 -2.2436 0.8687
H -1.9944 2.3929 1.1138
C 0.8558 0.0184 0.3561
H 0.2515 -1.2373 -1.2174
H -1.3552 -0.8070 1.6827
H 1.3561 -1.7120 1.1766
C -0.5326 -1.5206 1.6754
C 0.6255 0.7791 -2.0594
H -0.5041 -2.0392 2.6279
O -2.7758 1.9391 0.7786
H 0.1855 0.8548 0.5698
H -0.3810 0.7461 -2.4280
N 0.7601 -0.9534 1.3714
H 1.8042 0.5385 0.6130
H 1.9167 -0.8247 -1.3079
H 1.3405 0.7363 -2.8767

Values from the calculation:
⟨S²⟩   0.75
Energy   -289.85025 a.u.
ΔE to the lowest compared entry with this formula, charge and spin   83.67 kJ/mol
LUMO energy (alpha / beta)   -3.13 / -8.17 eV
Orbital gap (alpha / beta)   11.732 / 6.697 eV
Charge   +1
2S+1   2